Record 1
{"formula": "C27H36FeIO2P2Si", "method": "ωB97M-V with the def2-TZVPD basis set", "orbital_gap_ev": [6.106, 5.083], "s_squared": 8.86, "spin_multiplicity": 6, "total_charge": 2, "lumo_energy_ev": [-7.737, -8.906], "energy_ev": -101604.3986, "elements": ["C", "C", "H", "H", "H", "O", "I", "Fe", "P", "C", "C", "H", "H", "H", "H", "H", "H", "C", "H", "H", "H", "P", "C", "C", "H", "H", "H", "C", "H", "H", "H", "H", "H", "H", "C", "O", "C", "C", "C", "C", "C", "C", "Si", "C", "C", "C", "C", "C", "C", "C", "C", "C", "C", "C", "C", "H", "H", "H", "H", "H", "H", "H", "H", "H", "H", "H", "H", "H", "H", "H"], "positions_angstrom": [[0.14323, 1.11836, -3.33538], [0.17008, 1.50541, -1.93567], [-0.15900, 1.96756, -3.96891], [-0.58637, 0.30356, -3.49058], [1.13144, 0.76624, -3.67987], [0.27285, 2.49655, -1.29062], [0.00355, -3.24805, -0.35772], [0.14264, -0.74343, -0.80987], [2.41876, -0.56319, -0.82806], [3.36052, 0.94372, -0.35747], [3.32517, -1.91915, 0.01582], [4.39528, -1.84882, -0.22541], [3.91346, -1.30571, -2.52574], [2.92647, -2.87664, -0.34166], [2.21643, -1.26836, -3.12967], [2.98952, 1.36326, 0.58483], [3.19478, -1.88251, 1.10299], [2.97828, -0.73186, -2.55165], [4.43499, 0.71300, -0.28684], [3.15606, 0.26422, -2.97777], [3.20190, 1.69009, -1.14660], [-2.01539, -0.18790, -0.62622], [-2.58609, 1.45401, -0.06362], [-2.77991, -0.37468, -2.27559], [-3.18333, -2.25196, -0.15138], [-4.12901, -0.82872, 0.40553], [-2.75064, -1.45493, 1.36020], [-3.12776, -1.27921, 0.34769], [-2.22120, -1.12455, -2.85053], [-3.80399, -0.73631, -2.11768], [-3.66753, 1.53004, -0.24610], [-2.05449, 2.24009, -0.61242], [-2.79560, 0.58078, -2.81285], [-2.38069, 1.59125, 1.00618], [0.38428, 0.10633, 0.92064], [0.73924, 1.26473, 1.16858], [-1.67312, 3.27571, 4.84740], [-0.31392, 2.94636, 4.83803], [0.12884, 1.77049, 4.22464], [-0.78348, 0.91031, 3.58608], [-2.13584, 1.27027, 3.55297], [-2.58422, 2.43440, 4.19176], [-0.05086, -0.60087, 2.78665], [1.57347, -0.99982, 3.60018], [2.84472, -0.57601, 3.18508], [3.98298, -0.84013, 3.96501], [3.86275, -1.54866, 5.16718], [2.60328, -1.99546, 5.57160], [1.47556, -1.72534, 4.79850], [-1.11570, -2.07922, 3.12267], [-0.58118, -3.34730, 2.82245], [-1.37492, -4.48927, 2.96234], [-2.65140, -4.39883, 3.51810], [-3.10528, -3.16479, 3.98618], [-2.33964, -2.01200, 3.80470], [-2.02112, 4.18142, 5.34660], [0.41696, 3.60722, 5.30723], [1.19164, 1.52561, 4.24569], [-2.86282, 0.64183, 3.03037], [-3.64117, 2.69912, 4.15186], [2.96305, -0.03517, 2.24051], [4.95990, -0.48150, 3.63428], [4.74550, -1.75358, 5.77680], [2.48670, -2.55307, 6.50066], [0.49809, -2.08195, 5.13104], [0.44589, -3.45508, 2.45543], [-0.97981, -5.45198, 2.62336], [-3.29193, -5.28254, 3.57868], [-4.06664, -3.08932, 4.49433], [-2.68342, -1.06109, 4.20923]], "mulliken_spin": [0.23, 0.26, 0.01, -0.02, -0.02, 0.36, 0.23, 3.40, -0.06, 0.00, 0.02, 0.00, 0.00, 0.00, 0.00, 0.00, 0.00, -0.01, 0.00, 0.00, 0.00, -0.05, 0.00, -0.02, 0.00, 0.00, 0.00, 0.02, 0.00, 0.00, 0.00, 0.00, 0.00, 0.00, -0.07, 0.42, 0.00, 0.00, -0.03, 0.07, 0.00, 0.00, 0.16, 0.03, -0.01, 0.00, 0.00, 0.00, 0.01, 0.06, -0.02, 0.00, 0.01, 0.00, 0.01, 0.00, 0.00, 0.00, 0.00, 0.00, 0.00, 0.00, 0.00, 0.00, 0.00, 0.01, 0.00, 0.00, 0.00, 0.00]}

Record 2
{"formula": "C15H20MnNO4PS", "method": "ωB97M-V with the def2-TZVPD basis set", "orbital_gap_ev": [7.955, 7.626], "s_squared": 0.79, "spin_multiplicity": 2, "total_charge": 0, "lumo_energy_ev": [0.567, 0.484], "energy_ev": -77002.7763, "elements": ["Mn", "O", "N", "C", "C", "C", "C", "C", "S", "H", "H", "H", "H", "C", "O", "P", "O", "C", "O", "C", "H", "H", "H", "H", "H", "H", "H", "H", "H", "C", "C", "C", "C", "C", "C", "C", "H", "H", "H", "H", "H", "H", "H"], "positions_angstrom": [[0.60818, -0.91985, -0.39226], [0.50377, -1.98548, 1.20383], [-0.71071, -2.34181, 1.63374], [-0.79286, -2.78426, 2.90638], [-1.97751, -3.21993, 3.42547], [-3.11248, -3.19769, 2.60607], [-3.00807, -2.73696, 1.32029], [-1.78033, -2.28416, 0.80271], [-1.58535, -1.65837, -0.78002], [0.14513, -2.75363, 3.43843], [-2.01659, -3.56574, 4.44735], [-4.06696, -3.53797, 2.98486], [-3.86395, -2.69841, 0.66216], [-1.41562, 1.79279, 2.55089], [-0.72681, 0.75409, 1.84881], [-0.12669, 1.01034, 0.37654], [-1.36940, 1.79379, -0.27347], [-1.38311, 2.00270, -1.68692], [0.84625, 2.29169, 0.59329], [2.05890, 2.07410, 1.31392], [-1.46634, 1.48772, 3.59354], [-2.42115, 1.91341, 2.15052], [-0.88190, 2.74049, 2.46966], [-2.34834, 2.43920, -1.93092], [-1.26173, 1.05851, -2.21493], [-0.58578, 2.68564, -1.98375], [1.89269, 2.24613, 2.37887], [2.79603, 2.78425, 0.94452], [2.43025, 1.05752, 1.17336], [2.64725, -0.93426, -0.66880], [2.20499, -0.20020, -1.82697], [1.25105, -0.80178, -2.67447], [0.68027, -0.09576, -3.75286], [1.02399, 1.20849, -3.98683], [1.94707, 1.83939, -3.12720], [2.50110, 1.16920, -2.07192], [3.39247, -0.45043, -0.04581], [2.86671, -1.98993, -0.83545], [1.09292, -1.87641, -2.61965], [-0.01599, -0.60676, -4.40679], [0.59776, 1.75179, -4.81989], [2.21818, 2.87340, -3.30395], [3.21269, 1.66514, -1.42234]], "mulliken_spin": [1.11, -0.02, 0.00, 0.01, -0.01, 0.00, 0.00, 0.01, -0.02, 0.00, 0.00, 0.00, 0.00, 0.00, 0.00, -0.05, 0.00, 0.00, 0.00, 0.01, 0.00, 0.00, 0.00, 0.00, 0.00, 0.00, 0.00, 0.00, -0.01, -0.02, -0.03, 0.00, 0.00, 0.00, 0.00, 0.02, 0.00, 0.00, 0.00, 0.00, 0.00, 0.00, 0.00]}

Record 3
{"formula": "C2H4N4OS", "method": "ωB97M-V with the def2-TZVPD basis set", "orbital_gap_ev": 8.491, "total_charge": 0, "lumo_energy_ev": 0.329, "energy_ev": -20975.7223, "elements": ["C", "C", "H", "H", "H", "H", "N", "N", "N", "N", "O", "S"], "positions_angstrom": [[0.68865, -0.01891, 0.47489], [0.66750, -1.12391, 1.59794], [2.32448, 1.54245, -1.15468], [1.68742, -1.52588, 2.00055], [-2.34205, -0.93668, 0.61572], [-0.59842, 1.91566, -1.65438], [1.78974, 0.49417, 0.12319], [-0.53338, -1.57671, 1.63960], [-1.40368, -0.60583, 1.02723], [-0.60928, 0.21330, 0.08441], [1.51157, 1.32683, -0.98890], [-1.00030, 0.34826, -1.52837]], "lowdin_charge": [-0.42, -0.06, -0.01, 0.15, 0.14, 0.04, 0.06, 0.03, -0.05, -0.50, -0.11, 0.74]}

Record 4
{"formula": "C4H16NO3", "method": "ωB97M-V with the def2-TZVPD basis set", "orbital_gap_ev": 10.798, "total_charge": 1, "lumo_energy_ev": -3.100, "energy_ev": -12032.7053, "elements": ["C", "C", "C", "C", "N", "H", "H", "H", "H", "H", "H", "H", "H", "H", "H", "H", "H", "O", "H", "H", "O", "H", "H", "O"], "positions_angstrom": [[1.95797, -0.79053, 1.45395], [0.94455, -0.59635, 0.30319], [0.92411, 0.79679, -0.19775], [1.93565, 1.55344, -0.58943], [-0.43390, 1.46952, -0.27179], [1.84482, -1.77124, 1.87050], [2.97825, -0.79232, 0.99907], [2.22377, 0.03194, 2.10464], [1.00767, -1.41894, -0.39912], [-0.08170, -0.82274, 0.83781], [2.97075, 1.31671, -0.87780], [1.80093, 2.59044, -0.80816], [-1.13097, 0.89134, -0.76416], [-0.44036, 2.27443, -0.92874], [-0.90688, 1.88738, 0.51436], [0.54355, -4.52223, -0.10819], [-0.58592, -3.65015, -0.60132], [0.31713, -3.59647, -0.27065], [-2.79331, 0.45488, 1.46462], [-2.60835, 1.82425, 2.02347], [-2.61401, 1.36061, 1.17477], [-2.59252, 1.28791, -2.39221], [-3.02095, -0.17358, -2.24922], [-2.24030, 0.39491, -2.28784]], "lowdin_charge": [-0.09, -0.20, -0.27, 0.11, 0.19, 0.07, 0.09, 0.08, 0.09, 0.14, 0.11, 0.07, 0.10, 0.17, 0.11, 0.05, 0.04, -0.05, 0.07, 0.08, -0.04, 0.06, 0.07, -0.04]}

Record 5
{"formula": "FH3P2S", "method": "ωB97M-V with the def2-TZVPD basis set", "orbital_gap_ev": [8.663, 7.386], "total_charge": 0, "lumo_energy_ev": [-0.242, -2.534], "energy_ev": -32175.7274, "elements": ["F", "P", "P", "S", "H", "H", "H"], "positions_angstrom": [[-0.01262, 0.15234, 1.91390], [1.46957, 0.06808, -0.46042], [-0.48689, -0.46058, 0.39247], [-0.85140, -2.37020, 0.58865], [1.16398, 1.25801, -0.97031], [1.24793, -0.61534, -1.85005], [-2.53058, 1.96769, 0.38576]], "lowdin_charge": [-0.48, 0.54, 0.04, 0.13, -0.22, -0.07, 0.05]}

Record 6
{"formula": "C3H10NS", "method": "ωB97M-V with the def2-TZVPD basis set", "orbital_gap_ev": 7.793, "total_charge": 1, "lumo_energy_ev": -5.307, "energy_ev": -15590.8305, "elements": ["C", "C", "C", "N", "H", "H", "H", "H", "H", "H", "H", "H", "S", "H", "H"], "positions_angstrom": [[0.63558, 0.02552, -2.23849], [-0.16968, 0.43788, -0.97071], [1.00399, 0.29320, 1.20535], [0.75556, 0.85619, 0.05687], [1.09183, 0.91275, -2.76314], [1.41507, -0.71610, -1.92236], [-0.00490, -0.47262, -2.91636], [-0.85312, 1.23990, -1.21678], [-0.78930, -0.36721, -0.52061], [1.87097, 0.72680, 1.73864], [0.37711, -0.49601, 1.56479], [1.43779, 1.58241, -0.20683], [-2.59161, -0.79919, 2.69100], [-2.28797, -1.67093, 3.69233], [-1.89132, -1.55260, 1.80630]], "lowdin_charge": [-0.04, -0.19, 0.22, 0.02, 0.11, 0.10, 0.07, 0.13, 0.13, 0.14, 0.08, 0.19, 0.47, -0.19, -0.24]}